{
  "formula": "C52H143N13O13",
  "method": "wB97M-V/def2-TZVPD",
  "spin_multiplicity": 2,
  "relative_energy_kj_mol": 0.0,
  "orbital_gap_ev": [1.513, 8.908],
  "total_charge": -1,
  "total_energy_ev": -102220.290,
  "elements": ["C", "C", "C", "O", "C", "N", "H", "H", "H", "H", "H", "H", "H", "H", "H", "H", "H", "C", "C", "C", "O", "C", "N", "H", "H", "H", "H", "H", "H", "H", "H", "H", "H", "H", "C", "C", "C", "O", "C", "N", "H", "H", "H", "H", "H", "H", "H", "H", "H", "H", "H", "C", "C", "C", "O", "C", "N", "H", "H", "H", "H", "H", "H", "H", "H", "H", "H", "H", "C", "C", "C", "O", "C", "N", "H", "H", "H", "H", "H", "H", "H", "H", "H", "H", "H", "C", "C", "C", "O", "C", "N", "H", "H", "H", "H", "H", "H", "H", "H", "H", "H", "H", "C", "C", "C", "O", "C", "N", "H", "H", "H", "H", "H", "H", "H", "H", "H", "H", "H", "C", "C", "C", "O", "C", "N", "H", "H", "H", "H", "H", "H", "H", "H", "H", "H", "H", "C", "C", "C", "O", "C", "N", "H", "H", "H", "H", "H", "H", "H", "H", "H", "H", "H", "C", "C", "C", "O", "C", "N", "H", "H", "H", "H", "H", "H", "H", "H", "H", "H", "H", "C", "C", "C", "O", "C", "N", "H", "H", "H", "H", "H", "H", "H", "H", "H", "H", "H", "C", "C", "C", "O", "C", "N", "H", "H", "H", "H", "H", "H", "H", "H", "H", "H", "H", "C", "C", "C", "O", "C", "N", "H", "H", "H", "H", "H", "H", "H", "H", "H", "H", "H"],
  "coordinates": [[4.3119, 3.1807, -1.4895], [2.9679, 2.6586, -2.1703], [2.5619, 3.5463, -3.4153], [3.6247, 4.1946, -4.0078], [3.4287, 4.8899, -5.2318], [3.3750, 1.3522, -2.6455], [5.0592, 3.1579, -2.2826], [4.6028, 2.5828, -0.6257], [4.2529, 4.2374, -1.2285], [2.1690, 2.6164, -1.4301], [1.8294, 4.3309, -3.2257], [2.0504, 2.9219, -4.1478], [4.3539, 5.4321, -5.4269], [2.6832, 5.6702, -5.0792], [3.0893, 4.1856, -5.9913], [4.1744, 1.1159, -2.0753], [3.7286, 1.5272, -3.5753], [-6.7957, -4.3227, 3.7599], [-5.6826, -5.2273, 3.1248], [-4.3598, -4.4014, 2.8729], [-4.4322, -3.4208, 1.8324], [-3.1952, -2.7656, 1.4988], [-5.4092, -6.3837, 3.9473], [-7.6757, -4.8559, 4.1196], [-7.1535, -3.6857, 2.9510], [-6.3691, -3.7087, 4.5531], [-6.0823, -5.6243, 2.1917], [-3.4697, -4.9806, 2.6274], [-3.9995, -3.9626, 3.8034], [-2.7071, -2.3336, 2.3724], [-3.3044, -1.9498, 0.7842], [-2.5667, -3.5174, 1.0213], [-4.5812, -6.8703, 3.6347], [-5.1691, -5.9750, 4.8392], [-2.5481, 5.1116, 8.3578], [-3.5453, 4.1463, 7.7974], [-2.9448, 2.8950, 7.0992], [-2.1704, 3.2062, 5.9685], [-1.4478, 2.1213, 5.4463], [-4.4398, 3.7809, 8.8523], [-2.9006, 6.0686, 8.7423], [-1.8031, 5.3190, 7.5896], [-2.0292, 4.6142, 9.1772], [-4.1686, 4.5609, 7.0051], [-3.6285, 2.1070, 6.7831], [-2.3057, 2.5307, 7.9036], [-0.9673, 2.4805, 4.5362], [-2.0870, 1.2555, 5.2736], [-0.7940, 1.8862, 6.2861], [-5.3188, 3.4661, 8.4673], [-4.7240, 4.6911, 9.1852], [4.1238, 6.9535, 0.4553], [3.9097, 6.7066, 1.9783], [4.1212, 5.1474, 2.3289], [3.3277, 4.2664, 1.4759], [3.1041, 2.9417, 1.9780], [4.7644, 7.5065, 2.7220], [5.1330, 6.7621, 0.0906], [3.7159, 7.9409, 0.2391], [3.4399, 6.3792, -0.1696], [2.8826, 7.0074, 2.1849], [3.9939, 4.9228, 3.3879], [5.1393, 4.8464, 2.0819], [2.7877, 3.0029, 3.0192], [4.0551, 2.4265, 1.8427], [2.4233, 2.3690, 1.3482], [4.7539, 7.4423, 3.7299], [5.7504, 7.3808, 2.5429], [-5.9929, 4.8143, -4.9999], [-6.1060, 3.3274, -5.0721], [-4.9919, 2.5455, -4.4587], [-3.7815, 2.5710, -5.2390], [-2.6945, 1.9818, -4.5272], [-7.3805, 2.9659, -4.4938], [-6.6475, 5.3468, -5.6899], [-5.0295, 5.1995, -5.3338], [-6.0991, 5.1863, -3.9809], [-6.1645, 2.9464, -6.0917], [-5.3003, 1.5068, -4.3404], [-4.7777, 3.0965, -3.5429], [-1.8431, 2.0026, -5.2076], [-2.8702, 0.9219, -4.3434], [-2.4396, 2.5227, -3.6159], [-7.6729, 2.0231, -4.7074], [-8.1160, 3.5483, -4.8679], [-3.7856, 2.3723, 1.4019], [-3.1563, 3.5933, 0.7043], [-1.6194, 3.6925, 1.0129], [-1.0725, 4.9565, 0.5566], [0.3310, 4.9451, 0.6285], [-3.3186, 3.4282, -0.7483], [-3.2786, 1.4334, 1.1794], [-4.8070, 2.1113, 1.1252], [-3.7672, 2.4796, 2.4864], [-3.5262, 4.5166, 1.1502], [-1.1293, 2.8178, 0.5853], [-1.5372, 3.6364, 2.0984], [0.7064, 4.7002, 1.6221], [0.7916, 5.8626, 0.2623], [0.7725, 4.1283, 0.0576], [-3.0627, 4.2674, -1.2487], [-4.3140, 3.3549, -0.9027], [1.4472, -5.2987, -2.1445], [1.0397, -3.9878, -1.4860], [1.2843, -4.0122, -0.0001], [0.3801, -4.9791, 0.6149], [0.5962, -5.0845, 2.0607], [1.6002, -2.8709, -2.2413], [0.7066, -6.0742, -1.9485], [2.4325, -5.6140, -1.8014], [1.5048, -5.2061, -3.2291], [-0.0383, -3.8969, -1.6194], [1.0753, -2.9859, 0.3018], [2.3242, -4.1622, 0.2899], [-0.1294, -5.8498, 2.3361], [0.3114, -4.1559, 2.5554], [1.5659, -5.5201, 2.3020], [1.5431, -2.1007, -1.5904], [0.9400, -2.5521, -2.9359], [-1.4675, 0.9097, -8.4892], [-1.8035, -0.5691, -8.3885], [-1.8063, -1.1266, -7.0054], [-0.5360, -0.9714, -6.5197], [-0.4684, -1.4273, -5.1708], [-3.1403, -0.7313, -9.0162], [-2.1516, 1.4367, -7.8240], [-1.5294, 1.2886, -9.5093], [-0.4593, 1.0668, -8.1059], [-1.0530, -1.1551, -8.9190], [-1.9724, -2.2035, -7.0327], [-2.5717, -0.6585, -6.3864], [0.4453, -1.0186, -4.7394], [-0.3783, -2.5072, -5.0539], [-1.3707, -1.0332, -4.7031], [-2.9482, -0.6505, -10.0045], [-3.3480, -1.7106, -8.8827], [4.3923, -1.2282, -5.9225], [3.7243, -2.2630, -5.0628], [4.3975, -3.5962, -5.0607], [4.2405, -4.2369, -6.3283], [4.5873, -5.5687, -6.3987], [3.8004, -1.8168, -3.6522], [4.7822, -1.7025, -6.8231], [5.2919, -0.7553, -5.5288], [3.7410, -0.3789, -6.1292], [2.7056, -2.4439, -5.4057], [4.0339, -4.2135, -4.2392], [5.4655, -3.3971, -4.9717], [4.3949, -5.8526, -7.4334], [4.0735, -6.2699, -5.7412], [5.6734, -5.6599, -6.3964], [3.3935, -0.9000, -3.5340], [3.1534, -2.4136, -3.1568], [-4.7134, -5.5322, -4.9601], [-3.2006, -5.2592, -5.2609], [-2.5768, -4.4851, -4.0524], [-3.1254, -3.1304, -4.0449], [-2.9491, -2.4935, -2.7704], [-2.5946, -6.5410, -5.5855], [-5.3431, -4.6479, -4.8618], [-4.7999, -6.1372, -4.0576], [-5.1970, -6.1787, -5.6924], [-3.0767, -4.5508, -6.0799], [-1.4873, -4.4502, -4.0520], [-2.8697, -5.0723, -3.1821], [-1.9309, -2.6973, -2.4390], [-3.6633, -2.9031, -2.0561], [-3.0257, -1.4066, -2.7989], [-1.6002, -6.4294, -5.7229], [-2.7882, -7.1373, -4.7937], [1.6474, -0.7385, 11.6178], [1.3833, -1.0555, 10.1200], [2.6197, -0.6638, 9.3422], [2.5510, -1.1499, 7.9809], [1.4951, -0.6100, 7.1544], [1.2083, -2.4902, 10.0193], [0.8467, -1.0538, 12.2868], [1.7736, 0.3322, 11.7784], [2.4939, -1.3342, 11.9595], [0.5248, -0.5062, 9.7335], [3.4851, -1.1504, 9.7921], [2.5914, 0.4231, 9.4197], [1.7547, -0.6728, 6.0977], [1.4937, 0.4773, 7.2315], [0.5734, -1.1518, 7.3665], [0.3949, -2.8687, 10.4832], [1.0983, -2.7851, 9.0596], [-0.3529, 0.4409, -2.0204], [0.4524, 0.4791, -0.6801], [-0.2217, -0.0493, 0.6366], [0.7130, 0.0257, 1.7218], [0.0996, -0.1270, 3.0185], [1.6266, -0.2715, -0.9768], [-0.6191, -0.5577, -2.3670], [0.1605, 0.9377, -2.8436], [-1.2438, 1.0558, -1.8934], [0.6966, 1.5112, -0.4289], [-0.6815, -1.0198, 0.4496], [-1.0817, 0.5972, 0.8113], [0.9518, -0.0587, 3.6946], [-0.2602, -1.1405, 3.1959], [-0.6776, 0.6016, 3.2493], [2.1160, -0.3496, -0.0968], [2.1506, 0.3220, -1.6040], [6.9202, -1.6046, 3.0804], [5.7049, -0.7521, 2.6734], [4.4502, -0.7215, 3.6739], [3.8130, -2.0173, 3.8391], [3.2002, -2.6263, 2.7403], [6.1133, 0.5883, 2.3632], [7.3550, -1.2592, 4.0183], [7.6593, -1.7973, 2.3028], [6.4987, -2.5847, 3.3039], [5.2252, -1.0436, 1.7390], [3.7661, 0.0884, 3.4204], [4.8273, -0.4554, 4.6614], [2.4139, -1.9874, 2.3382], [2.5987, -3.5037, 2.9780], [4.0142, -2.8233, 2.0427], [6.9436, 0.5823, 1.7882], [6.5665, 1.0175, 3.1572]],
  "forces_ev_per_angstrom": [[-1.345, 1.259, -0.901], [2.127, 1.969, -0.110], [-1.284, 0.039, 0.515], [2.314, 0.040, -0.150], [-0.518, -0.146, 1.335], [-0.574, -0.467, -0.577], [0.166, -0.297, 0.142], [-0.145, -0.010, -0.052], [-0.109, -0.053, 0.453], [-0.153, -0.003, -0.209], [-0.420, -0.039, 0.892], [-0.058, -0.609, -0.182], [0.066, -0.513, -0.359], [-0.435, 0.046, -0.138], [0.234, 0.192, -0.395], [0.168, -0.636, -0.219], [0.287, -0.432, -0.264], [0.838, -0.341, -0.913], [0.016, 1.026, -0.715], [0.517, 0.381, -0.519], [-0.781, 0.770, -0.047], [-0.353, -1.026, 0.388], [-0.094, 0.324, 0.800], [0.280, -0.363, 0.082], [0.095, 0.342, 0.166], [-0.099, 0.041, 0.045], [0.169, 0.294, -0.325], [-0.227, -1.155, -0.224], [-0.510, 0.517, 0.485], [0.102, -0.151, 0.261], [-0.759, -0.086, -0.018], [0.524, -0.042, 0.088], [0.153, -0.067, -0.177], [0.169, -0.429, 0.600], [1.407, -0.268, -0.505], [-0.925, -0.368, -2.549], [1.074, 0.254, 1.018], [-0.916, 1.667, -0.333], [-0.254, 0.406, 1.232], [-0.898, -0.142, 1.037], [-0.533, -0.122, -0.171], [0.106, 0.149, 0.022], [0.084, -0.038, 0.132], [0.286, 0.905, -0.368], [-0.667, 0.132, 0.532], [0.385, -0.878, 0.031], [0.205, -0.261, 0.186], [-0.135, -0.182, -0.326], [0.929, -0.690, -0.525], [-0.084, -0.665, -0.213], [-0.077, 0.137, 0.828], [-1.249, -0.029, 0.423], [-0.713, -3.152, -1.584], [-0.521, -0.283, -1.668], [-0.857, 1.053, 0.459], [1.321, 0.706, -0.397], [2.122, 1.836, 1.486], [0.069, 0.326, 0.193], [0.878, 0.503, 0.051], [0.101, -0.747, 0.338], [-0.139, -0.299, 0.165], [-0.453, 0.153, 0.179], [0.572, 0.485, 0.152], [-0.111, -0.395, 0.036], [0.181, -0.421, 0.697], [-0.505, 0.529, 0.051], [-0.874, -0.215, 0.122], [0.082, -0.129, -0.716], [1.107, 1.125, -0.462], [-0.778, -0.768, -1.952], [1.198, 0.593, 0.343], [-0.558, 0.048, 0.321], [-0.065, 0.121, -0.966], [-0.870, -0.278, 1.201], [-0.602, -0.221, 0.263], [0.404, -0.428, 0.049], [-0.359, -0.108, 0.060], [0.526, 0.607, -0.725], [-0.022, -0.063, 0.493], [0.094, -0.709, 0.778], [0.079, 0.205, 0.001], [-0.254, -0.121, 0.412], [-0.169, -0.055, 0.189], [0.284, -0.239, -0.003], [0.048, 0.250, 0.031], [0.405, -0.139, 0.260], [1.656, -0.505, -0.008], [-1.240, 0.402, 0.142], [-0.551, -0.997, -0.080], [0.603, -0.746, 0.161], [-0.514, 0.269, 0.348], [0.520, 0.117, -0.125], [-0.230, 0.690, -0.200], [0.000, 0.102, 0.047], [-0.619, 0.200, -0.299], [0.335, 0.141, -0.323], [0.311, 0.032, 0.253], [-0.153, 0.471, 0.456], [-0.449, 0.162, 0.141], [-0.121, -0.206, -0.595], [0.384, 0.261, 0.063], [-0.287, -0.267, -0.276], [-0.156, -0.318, -0.159], [-0.889, -1.501, -1.624], [-0.747, 0.419, 0.410], [1.579, 1.092, 0.370], [-1.236, -0.799, -1.659], [0.233, -0.144, 1.262], [0.181, -0.164, 0.253], [0.039, -0.110, 0.070], [-0.022, 0.216, -0.099], [-0.439, -0.329, 0.464], [-0.393, 0.181, 0.733], [0.216, -0.531, -0.134], [-0.089, 0.115, 0.253], [0.443, 0.085, 0.156], [0.308, 0.546, -0.006], [0.559, 0.943, 0.048], [-0.235, -0.368, -0.393], [0.468, -0.309, 0.960], [-0.586, 0.531, -1.270], [-0.518, -0.387, -0.564], [1.606, 0.123, 1.366], [0.413, 0.832, -0.421], [0.772, -0.463, 0.399], [-0.135, 0.290, -0.215], [-0.121, -0.066, 0.044], [0.083, 0.146, -0.107], [0.237, -0.022, -0.253], [-0.754, -0.334, -0.166], [-0.169, 0.176, 0.247], [-0.108, 0.273, 0.106], [-0.421, -0.294, -0.335], [0.174, -0.276, 0.678], [-0.361, 0.135, -0.344], [-0.545, -0.335, -0.105], [0.626, 0.223, -0.935], [0.128, 0.796, 1.358], [1.131, -0.419, -1.047], [-1.293, 0.917, 0.462], [0.860, -0.255, -1.477], [-0.014, -0.269, -0.703], [-0.536, 0.188, -0.498], [0.045, -0.354, 0.843], [-0.250, -0.201, -0.382], [-0.369, 0.210, -0.152], [-0.044, -0.132, 0.041], [0.311, -0.210, 0.622], [-0.521, -0.240, -0.042], [0.021, 0.201, 0.377], [0.363, -0.347, 0.862], [0.009, 0.386, -0.181], [-0.010, -0.215, 0.656], [0.420, -0.119, -0.268], [-0.917, 1.012, 0.502], [-1.204, 0.186, -0.380], [0.354, -0.753, 0.273], [0.425, -0.783, -0.329], [-0.199, 0.622, 0.145], [0.351, 0.116, 0.150], [0.150, 0.224, 0.427], [0.347, 0.170, -0.508], [-0.240, -0.247, -0.452], [0.237, 0.066, -0.307], [-0.089, 0.316, 0.585], [0.150, -0.084, 0.380], [0.021, 0.059, 0.181], [-0.375, -0.063, -0.540], [0.186, -0.245, 0.167], [0.410, -0.446, 0.027], [-0.480, -0.073, -0.450], [0.070, -0.787, 1.487], [-1.359, -0.577, -1.059], [0.245, 0.595, 0.011], [1.225, 0.121, 0.452], [-0.006, -0.800, -0.299], [-0.405, 0.009, -0.281], [0.306, 0.001, 0.049], [0.328, 0.307, -0.160], [-0.149, 0.302, 0.078], [0.118, 0.290, -0.151], [0.799, 0.327, -0.400], [0.241, -0.971, 0.012], [-0.746, 0.221, 0.761], [-0.317, 0.542, -0.147], [-0.142, 0.394, 0.355], [0.292, 0.078, -0.278], [-0.805, 0.937, 1.283], [-1.187, -0.473, -0.107], [-0.192, 0.825, -1.237], [-1.130, -0.164, -0.659], [1.221, -0.484, -0.288], [0.567, -0.210, 1.007], [0.037, -0.079, 0.363], [0.594, -0.073, 0.169], [-0.473, -0.191, -0.041], [-0.084, 0.469, -0.127], [0.446, -0.662, 0.336], [-0.081, 0.274, 0.320], [-0.138, 0.442, 0.281], [-0.446, -0.165, -0.332], [0.044, 0.089, -0.256], [0.704, -0.124, 0.109], [0.673, -0.439, -0.345], [-1.829, -1.164, 0.386], [-0.951, -0.006, -0.045], [1.389, -1.274, -0.221], [0.527, 1.015, 1.406], [-0.039, 0.923, -0.621], [0.548, 1.813, 0.230], [0.185, 0.259, -0.155], [-0.011, 0.567, -0.071], [0.185, -0.357, 0.211], [0.398, -0.822, -0.172], [-0.239, -0.184, -0.606], [-0.050, -0.260, 0.235], [0.202, 0.524, -0.600], [0.810, -0.275, 0.681], [-0.536, -0.450, -0.689], [-0.122, -0.437, -0.911], [-0.471, 0.237, 0.894]],
  "lowdin_spin": [0.0005, 0.0001, 0.0003, 0.0001, 0.0003, 0.0001, 0.0001, 0.0002, 0.0000, 0.0000, 0.0002, 0.0001, 0.0000, 0.0001, 0.0001, 0.0001, 0.0000, 0.0136, 0.0064, 0.0498, 0.0150, 0.0332, 0.0041, 0.0007, 0.0013, 0.0103, 0.0007, 0.0066, 0.0428, 0.0288, 0.0046, 0.0027, 0.0059, 0.0067, 0.0074, 0.0072, 0.0370, 0.0084, 0.0476, 0.0018, 0.0008, 0.0018, 0.0020, 0.0016, 0.0212, 0.0063, 0.0040, 0.0442, 0.0074, 0.0026, 0.0006, 0.0004, 0.0017, 0.0046, 0.0030, 0.0042, 0.0005, 0.0001, 0.0001, 0.0001, 0.0007, 0.0038, 0.0005, 0.0078, 0.0002, 0.0001, 0.0007, 0.0002, 0.0003, 0.0003, 0.0012, 0.0002, 0.0004, 0.0004, 0.0000, 0.0001, 0.0002, 0.0000, 0.0008, 0.0002, 0.0001, 0.0001, 0.0001, 0.0002, 0.0000, 0.0279, 0.0035, 0.0030, 0.0017, 0.0021, 0.0013, 0.0056, 0.0077, 0.0113, 0.0012, 0.0003, 0.0021, 0.0014, 0.0002, 0.0001, 0.0005, 0.0013, 0.0015, 0.0007, 0.0021, 0.0093, 0.0517, 0.0001, 0.0007, 0.0004, 0.0001, 0.0004, 0.0011, 0.0005, 0.0119, 0.0242, 0.0052, 0.0000, 0.0000, 0.0001, 0.0000, 0.0001, 0.0000, 0.0001, 0.0000, 0.0000, 0.0000, 0.0000, 0.0000, 0.0000, 0.0000, 0.0000, 0.0001, 0.0000, 0.0000, 0.0000, 0.0001, 0.0000, 0.0001, 0.0000, 0.0001, 0.0001, 0.0000, 0.0000, 0.0000, 0.0000, 0.0000, 0.0000, 0.0000, 0.0001, 0.0000, 0.0000, 0.0000, 0.0008, 0.0003, 0.0009, 0.0019, 0.0034, 0.0003, 0.0001, 0.0006, 0.0000, 0.0000, 0.0001, 0.0016, 0.0006, 0.0019, 0.0013, 0.0002, 0.0003, 0.0040, 0.0148, 0.0072, 0.0083, 0.0526, 0.0048, 0.0011, 0.0014, 0.0001, 0.0095, 0.0003, 0.0033, 0.0057, 0.0097, 0.0404, 0.0046, 0.0104, 0.0008, 0.0008, 0.0037, 0.0080, 0.0356, 0.0002, 0.0002, 0.0001, 0.0003, 0.0000, 0.0019, 0.0021, 0.0067, 0.0419, 0.0071, 0.0001, 0.0000, 0.0029, 0.0019, 0.0057, 0.0102, 0.0082, 0.0010, 0.0005, 0.0003, 0.0006, 0.0002, 0.0024, 0.0028, 0.0016, 0.0046, 0.0007, 0.0005, 0.0014]
}